Entry 1:
H74O37 | ωB97M-V/def2-TZVPD

Properties
- Kohn-Sham gap: 8.6 eV
- Lowest unoccupied orbital energy: -1.03 eV
- Energy above the lowest of the compared OMol25 structures with the same formula, charge and spin: 82.9 kcal/mol

Last column: Löwdin charge in e.
Cartesian coordinates (Å):
O -16.72931 15.07026 8.86486  -0.031
O -19.61295 11.93080 4.86287  -0.014
O -18.49268 13.68556 2.65526  -0.025
O -15.08592 17.10658 8.06806  -0.043
O -19.26229 9.73280 7.93476  -0.028
O -16.73454 10.96759 8.68041  -0.037
O -14.97207 9.41702 6.55246  -0.023
O -17.33235 10.22763 4.83509  -0.041
O -16.33435 15.63929 1.85703  -0.056
O -11.78781 10.80234 6.37948  -0.031
O -14.05432 11.90746 7.83744  -0.027
O -12.15050 16.66497 6.79596  -0.047
O -15.39263 9.91181 10.87538  -0.050
O -17.22313 16.59292 4.58131  -0.026
O -18.45693 12.55968 10.82138  -0.039
O -22.84942 15.17442 5.27223  -0.059
O -21.86982 9.99295 7.63924  -0.058
O -22.48539 12.34578 5.75929  -0.040
O -19.48931 14.75418 9.14602  -0.061
O -17.59115 8.09202 6.49526  -0.031
O -14.53110 10.93845 4.27488  -0.049
O -18.59907 16.36556 11.23942  -0.055
O -12.84386 15.50466 4.28246  -0.029
O -15.37025 13.76523 10.72207  -0.012
O -15.13497 14.67395 6.34199  -0.024
O -21.89714 14.75373 7.97374  -0.030
O -11.41141 13.55267 6.27592  -0.035
O -15.99165 11.41275 1.98113  -0.026
O -20.98689 11.76901 9.56528  -0.038
O -16.94288 12.63515 6.35034  -0.035
O -20.61372 16.02328 4.21641  -0.037
O -18.55714 14.94903 6.37318  -0.028
O -13.31379 14.77935 8.61722  -0.041
O -14.78270 13.67390 2.62906  -0.035
O -18.55174 11.56606 0.95214  -0.062
O -18.45464 9.28655 2.64634  -0.034
O -11.82597 12.20894 3.33138  -0.040
H -15.20718 15.50599 6.80967  0.011
H -12.05318 9.88930 6.26920  0.050
H -14.51967 10.28369 11.00138  0.020
H -12.37188 15.20827 3.50424  0.070
H -17.68273 13.24241 6.35946  0.011
H -20.19696 15.07512 8.58704  0.008
H -15.10682 12.82525 2.32746  -0.002
H -18.58777 10.23186 8.39539  0.027
H -21.71558 11.96672 5.33511  0.010
H -14.87172 13.81089 11.53792  0.079
H -17.98471 15.67027 6.11173  0.016
H -15.68558 14.98294 2.11104  -0.034
H -15.54102 10.76840 1.43525  0.094
H -18.78425 9.24621 7.26324  0.002
H -17.30215 9.44708 5.38831  0.014
H -12.36731 14.91400 8.56958  0.059
H -13.89222 12.85051 7.86212  0.007
H -18.06951 9.67065 3.43397  -0.028
H -18.97451 11.22553 4.75694  -0.001
H -12.27976 16.33057 5.90843  -0.024
H -16.47965 16.23050 4.09951  0.020
H -21.98660 9.05195 7.50841  0.054
H -17.97902 8.46513 2.52270  0.059
H -18.75158 14.48887 5.55667  0.023
H -11.49361 14.19606 5.57198  0.006
H -10.99258 10.88635 5.85338  0.056
H -22.91411 14.28715 5.62550  -0.013
H -20.85550 16.70727 4.84087  0.064
H -14.76550 13.37183 10.09298  0.028
H -13.55297 15.06640 9.49849  0.051
H -13.18385 11.51618 7.76388  0.026
H -17.63302 7.37568 7.12877  0.091
H -16.16970 13.19914 6.33218  -0.005
H -18.65908 15.65587 10.59992  -0.030
H -12.90144 16.33417 7.28880  -0.026
H -12.54940 11.59708 3.46738  -0.002
H -19.10984 14.02559 2.00740  0.079
H -19.82198 16.35437 3.79244  0.040
H -19.34283 12.59610 4.22990  0.007
H -15.02424 10.31875 6.86931  0.015
H -16.20904 15.74833 0.91435  0.055
H -17.29041 10.95966 5.45040  0.025
H -16.55928 14.64054 9.70311  0.017
H -16.80433 10.97966 2.24229  0.031
H -15.66584 16.47328 8.49098  -0.015
H -18.76527 10.81447 1.50509  -0.011
H -18.41684 12.28639 1.56790  -0.034
H -21.49288 11.07024 9.15065  -0.006
H -14.44298 13.50269 3.50741  0.033
H -11.89714 12.78999 5.96188  -0.017
H -15.74220 10.37301 10.11293  -0.036
H -15.18797 11.07134 3.59144  -0.019
H -16.23762 14.55378 8.22632  0.022
H -16.42117 10.17716 8.24081  0.031
H -17.56086 12.58076 10.48545  -0.018
H -11.04383 11.71371 3.57477  0.031
H -14.29331 14.72552 5.88902  0.030
H -17.82665 14.36854 2.73384  0.024
H -16.99127 17.51030 4.72581  0.065
H -14.92596 10.29728 4.86583  -0.015
H -18.69875 14.85975 8.61676  -0.010
H -15.32646 17.94823 8.45538  0.060
H -22.70586 14.79872 8.48380  0.065
H -21.97733 15.21340 4.87958  -0.023
H -20.93434 10.09676 7.81339  -0.029
H -20.44304 12.12183 8.86102  0.014
H -22.19007 14.67603 7.06578  -0.008
H -16.65590 8.26968 6.39536  0.021
H -17.65997 16.47547 11.38854  0.011
H -16.24145 11.68000 8.27351  0.014
H -22.49333 11.95693 6.63391  0.021
H -18.99462 12.86335 10.09001  -0.020
H -14.04939 9.18153 6.64957  0.063
H -13.36062 16.25140 3.97982  0.072

=====

Entry 2:
C52H45N10O2P3S3V | ωB97M-V/def2-TZVPD

Properties
- 2S+1: 3
- Kohn-Sham gap (spin up / spin down): 4.7 / 5.4 eV
- Lowest unoccupied orbital energy (spin up / spin down): -4.17 / -3.42 eV
- Net charge: +1
- ⟨S²⟩: 2.0266
- Energy above the lowest of the compared OMol25 structures with the same formula, charge and spin: 70.2 kcal/mol

Last column: Löwdin charge in e.
Cartesian coordinates (Å):
V 0.11122 -0.44569 0.66280  0.712
S 1.35574 -3.10491 2.30912  0.656
S -2.40389 1.71122 -5.12847  0.269
S -0.57196 -0.20246 -2.97880  0.266
P -0.12311 1.95593 0.98504  0.939
P 1.08174 0.17603 2.79520  0.944
P -1.09499 0.24650 -4.87129  0.077
O 1.29378 -2.21979 3.45690  -0.365
O 2.61396 -3.63909 1.89984  -0.237
N -4.68828 1.93703 -2.18836  0.115
N 0.74914 -3.98134 -0.44869  0.152
N -3.50958 -2.00109 1.23700  0.080
N -2.40293 -7.43319 3.65241  0.127
N 1.37855 -1.78149 -1.10445  0.080
N 0.73629 -2.17632 1.06055  -0.260
N -3.96540 -1.06509 0.39725  0.149
N -2.14592 1.63899 -1.10251  0.055
N -1.78631 -0.77033 0.84977  -0.003
N 0.90432 1.80675 2.33748  -0.343
C 0.40086 -5.64960 2.10934  -0.054
C 0.19075 1.31474 -7.09929  -0.107
C 1.03886 -4.41719 -1.67314  -0.070
C 1.15862 -0.27160 5.58291  -0.091
C -0.74761 -4.16526 3.64021  -0.092
C -1.27146 -2.53767 -5.22246  -0.115
C -3.11905 0.78538 -0.82010  -0.274
C 1.65252 -2.24825 -2.32683  -0.158
C 2.01944 2.51724 -0.59823  -0.095
C 4.89919 -0.17061 1.40491  -0.054
C 1.26955 1.54037 -7.94486  -0.077
C -2.58030 -3.60648 -6.93639  -0.092
C 0.25104 -4.39520 2.69556  -0.312
C -2.24297 -1.84322 1.50623  -0.097
C 2.53325 1.07356 -7.60883  -0.091
C 0.51911 4.38612 -0.41213  -0.092
C 0.96370 -2.69254 -0.23209  -0.491
C -0.63446 0.40368 7.04099  -0.066
C -3.59556 3.36362 2.79652  -0.062
C -0.80668 0.80300 4.67862  -0.083
C 0.45596 0.23858 4.49357  -0.328
C -2.92424 -0.32505 0.12607  -0.246
C -0.97784 4.17608 2.40301  -0.109
C -2.40841 2.56767 -2.00400  -0.169
C 0.37074 0.61486 -5.90890  -0.367
C -3.02219 -2.36411 -7.36963  -0.079
C -1.70460 -3.69323 -5.86215  -0.092
C -0.47199 -6.65926 2.43892  -0.007
C -1.35191 0.88036 5.95095  -0.066
C 3.67312 0.75089 3.72324  -0.082
C 0.84791 3.07384 -0.08070  -0.336
C -1.41119 2.98168 1.82050  -0.326
C 2.72018 0.38508 -6.41883  -0.088
C 0.61692 -0.17073 6.85602  -0.057
C -2.72446 2.57637 2.05340  -0.100
C 2.53951 4.57670 -1.70854  -0.059
C 1.36794 5.13449 -1.21628  -0.061
C -1.62567 -5.17724 3.96514  -0.022
C 1.63866 0.15728 -5.57570  -0.105
C 3.53266 -0.32906 1.58074  -0.105
C -3.16539 4.57004 3.32376  -0.063
C 5.65512 0.44587 2.39155  -0.062
C 2.90747 0.12635 2.74214  -0.315
C 1.52085 -3.57888 -2.66072  -0.019
C 2.86242 3.26260 -1.40317  -0.058
C -1.84993 4.96930 3.13271  -0.057
C 5.04047 0.90208 3.54797  -0.061
C -2.59095 -1.20680 -6.73197  -0.103
C -1.71352 -1.28940 -5.65566  -0.372
C -1.50998 -6.44010 3.36190  -0.304
C -4.38732 0.93602 -1.37637  -0.061
C -3.68090 2.72078 -2.54555  -0.176
H -3.70668 -2.29387 -8.20714  0.104
H 3.77034 2.82032 -1.79461  0.113
H -2.94271 -0.23352 -7.05447  0.072
H -0.35273 -7.64216 1.99614  0.120
H 1.10624 6.15559 -1.46572  0.112
H 6.72208 0.57285 2.25447  0.112
H 2.26871 1.48918 -0.36880  0.080
H -0.59959 -2.59484 -4.37534  0.045
H 1.76710 -0.36830 -4.64670  0.043
H 2.02216 -1.52391 -3.02578  0.076
H -2.39462 -5.00968 4.71272  0.116
H 0.87244 -5.47513 -1.85535  0.125
H -0.79346 -3.20840 4.15322  0.116
H -4.13849 -2.70600 1.58615  0.181
H 1.21422 -5.81927 1.41681  0.113
H 3.37227 1.24707 -8.27281  0.102
H -2.18565 -8.37389 3.37819  0.104
H 2.96641 -0.81752 0.80077  0.071
H -2.98701 -7.33822 4.46248  0.102
H 5.36991 -0.52168 0.49523  0.114
H 1.77482 -3.94292 -3.64471  0.120
H -1.59783 3.21095 -2.31184  0.109
H 3.20314 1.13203 4.62244  0.103
H -1.49882 5.90419 3.55326  0.114
H -2.33416 1.31550 6.09605  0.110
H 1.17070 -0.54854 7.70751  0.113
H -2.92145 -4.50746 -7.43288  0.101
H 0.05228 4.49268 2.29304  0.106
H -1.35249 1.19616 3.82901  0.079
H 5.63073 1.38580 4.31738  0.112
H -4.61389 3.02940 2.95790  0.113
H -3.08208 1.63424 1.67702  0.080
H -1.05137 0.47742 8.03872  0.111
H -3.89043 3.52259 -3.24300  0.103
H -0.79401 1.68945 -7.34890  0.067
H 2.11069 -0.76344 5.42845  0.107
H 1.20426 2.57446 2.92126  0.090
H -3.84708 5.19158 3.89102  0.113
H 1.12298 2.08721 -8.86900  0.105
H 3.19442 5.16387 -2.33984  0.113
H -0.40640 4.82554 -0.06573  0.102
H -5.17769 0.24215 -1.12427  0.114
H -1.35850 -4.66357 -5.52150  0.096
H 3.70748 0.02609 -6.14816  0.099
H -1.67889 -2.47928 2.16753  0.114

=====

Entry 3:
C32H46AsCdN4O3PS | ωB97M-V/def2-TZVPD

Properties
- Kohn-Sham gap: 8.3 eV
- Lowest unoccupied orbital energy: 0.52 eV

Last column: Löwdin charge in e.
Cartesian coordinates (Å):
Cd -0.05382 0.07859 0.16323  1.145
As -2.24104 -1.52007 -1.01765  1.045
S 0.19174 2.37482 1.43186  0.626
P 1.74473 0.67028 -1.64184  1.012
O -1.61483 1.38900 -0.88410  -0.229
O 0.87339 -1.75700 -1.03842  -0.283
O 2.68490 -2.72046 -0.11142  -0.011
N 1.85510 -0.45939 1.75934  -0.040
N -1.31898 3.65704 -0.46912  0.092
N -0.82985 4.81774 1.40276  -0.126
N -1.04830 -0.91090 2.09624  -0.073
C -2.08807 2.92494 -2.59821  -0.141
C 0.56319 -0.34091 -3.92332  -0.117
C 1.03281 0.31031 -6.18711  -0.087
C -2.40976 2.20380 -4.87580  -0.072
C -1.55961 5.93005 0.79903  -0.207
C 1.90774 3.40729 -1.76602  -0.118
C 3.59830 4.79567 -0.77629  -0.090
C 0.34436 -0.48744 -5.28424  -0.084
C -3.98280 -0.63948 -1.23549  -0.311
C 2.12551 -1.86830 -0.79878  -0.781
C -0.71280 -0.54416 3.48253  -0.271
C -1.98893 1.94423 -3.58170  -0.032
C -2.61283 4.17148 -2.92544  -0.026
C -2.94972 3.44257 -5.19311  -0.087
C 2.96130 -0.70409 -1.40988  -0.219
C -2.20135 -2.40343 -2.77055  -0.309
C 2.62020 2.25837 -1.41024  -0.389
C -0.19653 5.04654 2.69576  -0.256
C -0.75927 6.66788 -0.27209  -0.077
C 0.69732 -0.97270 3.87850  -0.192
C 1.47883 0.59976 -3.45221  -0.345
C 1.80854 -0.17728 3.19895  -0.279
C 3.81637 2.40103 -0.71522  -0.093
C -0.73347 3.64211 0.73030  -0.712
C 1.95202 1.24036 -5.72425  -0.078
C -1.64788 2.59889 -1.20358  -0.476
C 2.39671 4.66486 -1.46102  -0.075
C 1.26704 5.48021 2.59832  -0.081
C -3.04868 4.42476 -4.21675  -0.080
C -2.90331 -3.07699 0.00508  -0.326
C 2.17900 1.38602 -4.36334  -0.077
C 4.30470 3.66355 -0.40403  -0.085
H -1.56293 0.98314 -3.32150  0.084
H -2.15797 -1.65144 -3.55896  0.008
H 3.35081 -1.01310 -2.37927  0.095
H -3.29096 3.64379 -6.20075  0.101
H -0.90925 -1.90693 1.95176  0.072
H -1.31572 -3.03528 -2.83555  0.028
H 0.04808 -0.96460 -3.20403  0.060
H 2.76032 -0.41734 3.68658  0.112
H -2.08239 -3.76969 0.19395  0.022
H -0.79376 0.54158 3.56430  0.083
H -0.26655 4.12917 3.27809  0.073
H -3.09426 -3.01197 -2.90978  0.025
H 2.60260 0.08589 1.33980  0.064
H 0.79503 -0.84298 4.95748  0.112
H 0.85412 0.20509 -7.24972  0.102
H 1.35401 6.46444 2.13525  0.064
H 0.19817 7.01141 0.12175  0.062
H -2.31650 1.44013 -5.63809  0.100
H 4.38110 1.52813 -0.41079  0.089
H -2.68117 4.93141 -2.15932  0.099
H 1.83791 5.54757 -1.74586  0.099
H 1.62333 0.89032 3.33387  0.073
H -1.32117 7.53545 -0.62243  0.074
H 2.10121 -1.43631 1.60274  0.064
H -1.42528 -0.99103 4.18378  0.110
H -3.46652 5.39185 -4.46692  0.101
H -2.03068 -0.71930 1.93037  0.059
H -0.76960 5.82036 3.20756  0.110
H 2.50040 1.85281 -6.42913  0.103
H -3.89421 0.13348 -1.99778  0.010
H 3.80591 -0.44844 -0.77271  0.066
H -4.75798 -1.35038 -1.52289  0.025
H -2.47685 5.54523 0.35690  0.106
H -1.83004 6.61778 1.60034  0.111
H -3.68579 -3.59933 -0.54488  0.020
H -3.31331 -2.74826 0.96134  0.010
H 0.83441 -2.03817 3.66014  0.115
H 1.82927 4.76172 2.00496  0.045
H 1.70419 5.52872 3.59719  0.074
H 3.97991 5.77857 -0.53027  0.103
H -4.26762 -0.15310 -0.30204  0.021
H 5.23906 3.76042 0.13468  0.103
H -0.36013 -1.22877 -5.64197  0.104
H -0.57411 5.99980 -1.11195  0.049
H 2.90024 2.11343 -4.01457  0.103
H 0.95627 3.30484 -2.27847  0.103

=====

One value per record, in order, for molar mass: 666.6, 1082.1, 785.1 g mol⁻¹.